This record from the OMol25 dataset describes a molecular structure, C39H25CoF3N5. The level of theory is ωB97M-V/def2-TZVPD.

Last column: Mulliken charge in e.
Positions of all 73 atoms, in Å:
1 Co 0.33060 0.40050 -0.34596  -1.805
2 C 3.01018 -0.39649 2.80620  -1.181
3 C 2.29154 0.26971 1.80691  0.257
4 N 1.42378 -0.35161 1.03965  1.191
5 C 1.19362 -1.68509 1.21448  -0.494
6 C 1.87679 -2.42880 2.19372  1.117
7 C 2.80556 -1.73567 2.99793  -0.730
8 C 1.60193 -3.81086 2.31570  -0.911
9 C 0.68129 -4.37580 1.48146  -1.084
10 C -0.01418 -3.63147 0.50604  -0.449
11 C 0.21330 -2.27640 0.34887  0.200
12 N -0.32955 -1.36484 -0.52150  0.974
13 C -1.28978 -1.53730 -1.48667  0.316
14 C -2.01087 -2.65697 -1.85749  -0.475
15 C -2.95430 -2.59931 -2.90430  -1.072
16 C -3.20979 -1.45069 -3.59518  -0.929
17 C -2.50799 -0.27395 -3.24607  1.008
18 C -2.70087 0.97366 -3.87572  -0.695
19 C -1.98747 2.06451 -3.46262  -1.013
20 C -1.06596 1.92443 -2.41780  0.140
21 N -0.85646 0.77132 -1.82368  1.214
22 C -1.56086 -0.32979 -2.20735  -0.399
23 H 3.71497 0.15610 3.41087  0.470
24 H 2.42920 1.32665 1.61939  0.461
25 H 3.34708 -2.27720 3.76387  0.446
26 H 2.12380 -4.39628 3.06100  0.421
27 H 0.46460 -5.43345 1.56239  0.400
28 H -0.72329 -4.15826 -0.10668  0.409
29 H -1.88232 -3.60116 -1.35943  0.395
30 H -3.49082 -3.50546 -3.15545  0.402
31 H -3.93935 -1.42188 -4.39361  0.420
32 H -3.42205 1.05196 -4.68009  0.439
33 H -2.12050 3.03167 -3.92571  0.445
34 H -0.48062 2.76298 -2.06260  0.325
35 C 4.34292 1.11944 -3.64774  -0.616
36 C 4.24400 2.39564 -3.10183  -0.557
37 C 3.30361 2.69027 -2.13320  -0.988
38 C 2.41459 1.70452 -1.67278  0.914
39 C 2.51937 0.42478 -2.23262  -0.090
40 C 3.47081 0.14091 -3.20067  -1.123
41 N 1.45512 1.92864 -0.69278  1.094
42 N 1.42059 3.15805 -0.22521  -0.974
43 C -0.17210 2.57315 1.52723  0.934
44 C -0.32446 2.64024 2.88781  -0.154
45 C -0.96108 1.71039 3.78570  -0.897
46 C -1.98644 0.83975 3.56740  -0.357
47 C -2.65596 0.76531 2.28303  -1.233
48 C -1.84080 0.93568 1.24567  -0.208
49 H 5.08281 0.89583 -4.40398  0.392
50 H 4.91329 3.17885 -3.43637  0.391
51 H 3.23721 3.68595 -1.72057  0.319
52 H 1.85915 -0.38402 -1.92283  0.465
53 H 3.52231 -0.86170 -3.60678  0.421
54 H 0.19057 3.45486 3.38902  0.420
55 H -0.60612 1.78220 4.80907  0.375
56 H -2.36300 0.26858 4.41074  0.435
57 H -3.72896 0.63740 2.21440  0.454
58 F 1.66964 9.80333 1.39657  -0.266
59 C 1.08578 9.05096 2.34919  0.882
60 F 1.84846 9.18624 3.45557  -0.258
61 F -0.09893 9.61827 2.62645  -0.283
62 C 0.95809 7.61610 1.93437  0.376
63 C 2.06616 6.96563 1.40420  -1.222
64 C 1.97888 5.63598 1.04118  -0.301
65 C 0.78283 4.93171 1.19549  0.474
66 C -0.31966 5.59748 1.73009  -0.254
67 C -0.23564 6.93204 2.09790  -1.057
68 C 0.67418 3.51533 0.76901  -0.467
69 C -0.66594 1.37789 0.87020  1.008
70 H 2.99778 7.50329 1.28205  0.373
71 H 2.83647 5.12141 0.63043  0.443
72 H -1.25752 5.07140 1.84547  0.477
73 H -1.10021 7.44011 2.50140  0.442

Calculated values
* lowest unoccupied orbital energy: -0.57 eV
* relative energy (zero: lowest compared OMol25 entry of this formula, charge and spin): 0.0000 eV
* DFT total energy: -3457.29019 Ha
* highest occupied orbital energy: -6.73 eV